[1]
Density functional theory data (wB97M-V/def2-TZVPD) for a cluster of 2 separate species, C2H8NS in total.

```
12
Properties=species:S:1:pos:R:3
S -0.46618 -0.12196 -2.36937
H 0.60100 0.45771 -2.95131
C 1.02035 0.81799 0.86611
N 0.58452 0.09259 2.06534
C -0.55653 -0.78596 1.72988
H 0.33778 1.66775 0.69007
H 2.08805 0.98452 0.89447
H 0.70870 0.27230 -0.04180
H 0.25844 0.76277 2.74656
H -1.29450 -0.17799 1.18660
H -0.97831 -1.39693 2.51814
H -0.20421 -1.43789 0.93031
```

E_HOMO = -2.572 eV
relative energy (zero: lowest compared OMol25 entry of this formula, charge and spin) = 83.1 kJ/mol
orbital gap = 6.6 eV
charge = -1
DFT total energy = -14529.232 eV

[2]
Density functional theory data (wB97M-V/def2-TZVPD) for an isolated molecule of C2H4N2S2.

```
10
Properties=species:S:1:pos:R:3
C 1.83800 -1.12922 -0.01791
N 0.71370 -0.52762 0.06173
S 0.70597 1.15822 -0.14503
C -1.00022 1.57855 0.07372
N -2.10088 0.95059 0.04463
S -2.51157 -0.64623 -0.10184
H 2.79112 -0.59783 -0.07278
H 1.85415 -2.22479 0.09744
H -0.97588 2.65450 0.11170
H -1.31440 -1.21616 -0.05167
```

E_HOMO = -8.402 eV
relative energy (zero: lowest compared OMol25 entry of this formula, charge and spin) = 259.9 kJ/mol
orbital gap = 8.9 eV
DFT total energy = -26787.321 eV

[3]
Density functional theory data (wB97M-V/def2-TZVPD) for a structure of composition F2Mg2.

```
4
Properties=species:S:1:pos:R:3
Mg -0.74425 1.73677 1.17500
Mg -0.05327 -1.23953 -0.86699
F 1.47681 -1.16950 0.15158
F -0.67928 0.67227 -0.45958
```

E_HOMO = -19.938 eV
relative energy (zero: lowest compared OMol25 entry of this formula, charge and spin) = 0.0 kJ/mol
orbital gap = 7.0 eV
charge = +2
DFT total energy = -16307.817 eV

[4]
Density functional theory data (wB97M-V/def2-TZVPD) for a cluster of 2 separate species, C21H27N3O3P in total.

```
55
Properties=species:S:1:pos:R:3
C 3.53151 -0.63264 3.98530
P 3.97816 1.18861 3.70708
O 4.28743 1.83542 5.22756
N 2.51881 2.01446 2.97135
C 2.24783 1.27264 1.70305
C 1.61778 2.17521 0.58177
N 0.39030 2.04697 0.23943
C 1.36709 1.94130 3.97299
C 0.10000 2.76051 3.53611
C -1.21525 1.95377 3.21078
C -1.04947 0.43959 2.85781
N -2.40537 -0.16782 2.63526
H 4.31539 -1.29425 3.55276
H 2.54336 -0.86445 3.50520
H 3.39938 -0.79855 5.08513
H 5.22727 2.06363 5.26530
H 2.76741 2.99658 2.81283
H 3.25755 0.97485 1.29232
H 1.69383 0.32054 1.84938
H 2.21419 2.98329 0.08220
H 0.22888 2.74160 -0.50114
H 1.77844 2.44782 4.89125
H 1.19954 0.88302 4.26335
H 0.37619 3.43169 2.67759
H -0.14356 3.46500 4.37585
H -1.67662 2.43694 2.30531
H -1.95558 2.13996 4.03142
H -0.45550 0.23667 1.93816
H -0.64350 -0.07372 3.77427
H -2.41907 -0.49008 1.66726
H -2.46882 -1.03066 3.17853
C 1.46992 -0.73795 -1.59892
C 1.91616 -1.94165 -2.13934
C 1.12954 -2.62607 -3.05510
C -0.11221 -2.11462 -3.42515
C -0.56800 -0.92162 -2.86545
C 0.23099 -0.22868 -1.95983
C -1.90838 -0.38812 -3.21166
O -2.30097 0.65596 -2.72364
C -2.75942 -1.15271 -4.15254
C -4.04280 -0.69601 -4.44470
C -4.84297 -1.39838 -5.33527
C -4.36211 -2.55432 -5.94474
C -3.08641 -3.01660 -5.65303
C -2.28509 -2.32278 -4.74924
C -0.93825 -2.84471 -4.41869
O -0.51651 -3.85539 -4.94565
H 2.08955 -0.19910 -0.89021
H 2.87892 -2.34469 -1.84759
H 1.48131 -3.55917 -3.47766
H -0.11447 0.70478 -1.53319
H -4.42044 0.20425 -3.97591
H -5.84245 -1.04432 -5.55720
H -4.98528 -3.09736 -6.64498
H -2.71823 -3.91864 -6.12578
```

E_HOMO = -11.443 eV
orbital gap = 8.4 eV
charge = +1
DFT total energy = -42109.240 eV

[5]
Density functional theory data (wB97M-V/def2-TZVPD) for a cluster of 2 separate species, C2H2N2O in total.

```
7
Properties=species:S:1:pos:R:3
N 0.73487 -1.06464 0.16594
C 1.50106 -0.17804 -0.03378
O 2.16399 0.76999 -0.03546
H 0.41454 -1.86710 -0.32186
C -1.63159 0.80168 0.07897
N -1.37344 -0.26176 -0.23865
H -1.80943 1.79986 0.38483
```

E_HOMO = -10.229 eV
relative energy (zero: lowest compared OMol25 entry of this formula, charge and spin) = 107.5 kJ/mol
orbital gap = 11.1 eV
DFT total energy = -7132.729 eV

[6]
Density functional theory data (wB97M-V/def2-TZVPD) for an isolated molecule of C20H28N2OS.

```
52
Properties=species:S:1:pos:R:3
C -4.22717 0.44874 -0.43560
C -3.36027 -0.40465 0.48433
C -4.20784 -1.43570 1.23564
C -2.59612 0.41840 1.47837
C -2.88115 1.67609 1.91176
S -1.73158 2.20169 3.08137
C -0.92552 0.65089 2.90652
C 0.36998 0.36693 3.59467
N 1.51568 0.41631 2.70576
C 1.53428 -0.69284 1.75873
C 2.35904 -0.35636 0.52481
C 1.73147 0.79575 -0.27556
C 2.83655 1.42776 -1.14676
O 2.42531 2.56546 -1.86164
C 0.55842 0.28837 -1.15460
C 0.92478 -0.77894 -2.14490
C 0.80134 -2.12163 -1.80160
C 1.15710 -3.11912 -2.69148
C 1.63872 -2.79099 -3.94704
C 1.74645 -1.45986 -4.30958
C 1.38917 -0.46454 -3.41705
C 1.17847 1.86150 0.69362
C 1.77166 1.71089 2.09458
N -1.49337 -0.13060 2.05866
H -3.63190 1.21560 -0.92644
H -5.02345 0.93167 0.12601
H -4.68177 -0.17663 -1.20037
H -2.62334 -0.94617 -0.12014
H -4.71903 -2.08776 0.53132
H -3.57611 -2.04169 1.88026
H -4.95264 -0.93481 1.85081
H -3.68235 2.32472 1.62483
H 0.33620 -0.63752 4.02747
H 0.52279 1.09234 4.39782
H 0.51388 -0.96238 1.45372
H 1.96925 -1.55774 2.27418
H 2.44678 -1.24122 -0.10642
H 3.36666 -0.07965 0.83885
H 3.64537 1.77901 -0.50123
H 3.24567 0.66609 -1.82599
H 1.72262 2.30696 -2.46846
H 0.12479 1.14637 -1.67722
H -0.20827 -0.10441 -0.48384
H 0.41228 -2.38791 -0.82892
H 1.05544 -4.15568 -2.40469
H 1.91918 -3.56787 -4.64265
H 2.10748 -1.19375 -5.29239
H 1.46379 0.56849 -3.72873
H 1.40701 2.85609 0.30596
H 0.09253 1.77743 0.75907
H 1.37414 2.48968 2.74917
H 2.85759 1.84721 2.04502
```

E_HOMO = -8.101 eV
relative energy (zero: lowest compared OMol25 entry of this formula, charge and spin) = 0.0 kJ/mol
orbital gap = 8.7 eV
DFT total energy = -37057.703 eV

[7]
Density functional theory data (wB97M-V/def2-TZVPD) for a structure of composition C8H18I2NOP2PdS.

```
34
Properties=species:S:1:pos:R:3
I 0.03157 -1.88696 -2.74878
I -0.09150 2.57548 -2.12737
Pd -0.00006 0.39184 -0.59879
P -2.24316 -0.18878 -0.23413
C -3.21965 1.26801 0.26946
C -3.05472 -0.73928 -1.73433
H -4.04610 -1.05695 -1.47913
H -3.79696 -1.45725 0.93787
H -2.42734 -1.55238 -2.14911
H -2.23019 -2.35317 0.77458
H -3.08719 2.09800 -0.43483
H -3.02467 0.12372 -2.43425
C -2.70402 -1.39668 1.00930
H -4.26473 0.90600 0.24416
H -2.42882 -1.07905 2.01581
H -2.94563 1.60731 1.27245
P 2.28852 -0.10126 -0.24493
C 3.16392 1.38794 0.32016
C 2.74958 -1.29250 1.00888
H 2.49867 -1.45214 -2.06954
H 4.18169 -0.90364 -1.55763
H 3.04463 0.23821 -2.40767
C 3.15152 -0.62752 -1.72073
H 2.31257 -2.26153 0.77726
H 3.84765 -1.29173 0.92276
H 4.22014 1.05318 0.30703
H 2.83074 1.64858 1.33294
H 2.44564 -0.93532 1.99895
H 3.00561 2.22876 -0.36399
C -0.07030 2.14232 0.44036
O -0.05150 3.17350 0.88288
S 0.00771 0.20456 4.01178
C -0.03830 -0.07012 2.48450
N -0.05530 -0.40138 1.32859
```

spin multiplicity = 5
E_HOMO (spin up / spin down) = -19.336 / -18.900 eV
relative energy (zero: lowest compared OMol25 entry of this formula, charge and spin) = 90.1 kJ/mol
orbital gap (spin up / spin down) = 6.5 / 4.2 eV
charge = +3
DFT total energy = -61185.525 eV

[8]
Density functional theory data (wB97M-V/def2-TZVPD) for a cluster of 8 separate species, C38H45F7O25 in total.

```
115
Properties=species:S:1:pos:R:3
C -1.11213 -3.33279 0.79741
C -0.41643 -4.38382 1.79924
C 1.10534 -4.03402 2.18643
C 1.90821 -3.17821 1.08639
C 1.77397 -1.58007 1.41701
O 1.06815 -1.12602 0.19419
C 2.07937 -0.74265 -0.77057
O 1.80996 -0.28154 -1.92130
O 3.38788 -0.93211 -0.15848
C 3.06117 -0.66944 1.24490
C 4.21352 -0.59826 2.33844
C 4.15443 -1.64884 3.53895
C 4.00725 -0.77882 4.91421
O 5.36204 -2.43164 3.71437
C 5.63726 -3.27355 2.57463
C 7.01239 -4.05975 2.93281
C 7.02718 -4.72885 4.36132
C 8.26048 -5.48426 4.90827
C 9.51432 -5.58038 3.97640
C 9.49576 -4.91152 2.55915
C 8.24195 -4.13688 1.99970
H -1.06945 -2.26477 1.23216
H -2.23023 -3.57922 0.67593
H -0.62777 -3.35411 -0.23599
H -0.52591 -5.44140 1.37094
H -1.01867 -4.37488 2.78463
H 1.13573 -3.45828 3.18506
H 1.64187 -5.04151 2.35733
H 3.00692 -3.51062 1.09307
H 1.52327 -3.41235 0.02144
H 1.09088 -1.45108 2.32625
H 2.60421 0.39839 1.27264
H 4.19279 0.46827 2.78657
H 5.22429 -0.65236 1.77342
H 3.27148 -2.37251 3.54196
H 4.79451 0.06504 4.81260
H 4.39555 -1.46695 5.74414
H 2.95007 -0.38814 5.08002
H 5.77812 -2.71167 1.58823
H 4.84181 -4.08377 2.41609
H 6.11377 -4.62146 5.03691
H 8.20755 -5.91586 5.96576
H 10.42207 -6.12833 4.40447
H 10.46767 -4.99523 1.94494
H 8.23967 -3.61968 0.97489
O 5.64576 2.86212 2.81042
C 5.64630 2.98346 1.61858
O 5.17118 4.07785 0.96208
C 5.47072 3.89035 -0.41277
C 5.60018 2.40564 -0.51284
F 6.50278 2.05943 -1.46128
O 6.11541 2.03881 0.75292
H 6.39971 4.41320 -0.65644
H 4.67210 4.28194 -1.04510
H 4.65587 1.88194 -0.69138
O -4.21955 -5.46582 -0.14441
C -4.80093 -4.55745 -0.66588
O -4.19490 -3.58306 -1.39944
C -5.23510 -2.78154 -1.94767
C -6.36524 -3.03410 -1.00343
F -7.56062 -2.96844 -1.64466
O -6.14942 -4.36845 -0.59082
H -5.45261 -3.11556 -2.96608
H -4.94547 -1.73101 -1.97838
H -6.37750 -2.37635 -0.12907
O -6.74386 0.56873 0.02157
C -7.68047 0.61195 -0.72584
O -7.70515 0.02226 -1.95202
C -9.02220 0.18886 -2.45663
C -9.50815 1.38182 -1.69859
F -10.84316 1.31228 -1.48501
O -8.84606 1.26310 -0.45469
H -9.60715 -0.71133 -2.24748
H -9.01127 0.35702 -3.53390
H -9.25653 2.34152 -2.15945
O -5.88680 6.27631 -0.48373
C -5.90034 5.31271 0.22473
O -6.93379 4.42570 0.28995
C -6.50763 3.36620 1.13692
C -5.44506 4.02177 1.95942
F -4.47977 3.13542 2.30385
O -4.88841 4.97013 1.07188
H -6.12306 2.54711 0.52679
H -7.33360 2.99284 1.74415
H -5.81733 4.52985 2.85408
O -5.36303 -2.00929 -4.34329
C -6.29086 -1.97578 -5.10033
O -6.30492 -2.57295 -6.32413
C -7.61938 -2.41283 -6.83919
C -8.11258 -1.21669 -6.08913
F -9.44981 -1.28820 -5.88323
O -7.45921 -1.32705 -4.84093
H -8.20408 -3.31292 -6.62913
H -7.60148 -2.25018 -7.91779
H -7.86000 -0.25864 -6.55300
O -2.07178 4.19005 -2.60199
C -1.71217 3.19910 -2.03606
O -0.58845 3.12191 -1.26700
C -0.59172 1.83121 -0.67425
C -1.44790 1.04549 -1.61321
F -2.13158 0.07778 -0.95566
O -2.37134 2.00627 -2.08640
H -1.01795 1.89606 0.33125
H 0.41926 1.42887 -0.60621
H -0.90596 0.60803 -2.45649
O 7.48138 6.25336 -0.42768
C 6.89553 7.16117 -0.94376
O 7.49485 8.13680 -1.68196
C 6.45233 8.93684 -2.22198
C 5.32824 8.68295 -1.26920
F 4.13223 8.74741 -1.89973
O 5.54894 7.34889 -0.85831
H 6.22719 8.60219 -3.23857
H 6.74117 9.98836 -2.25488
H 5.32195 9.34045 -0.39503
```

E_HOMO = -8.554 eV
orbital gap = 8.7 eV
DFT total energy = -110338.718 eV

[9]
Density functional theory data (wB97M-V/def2-TZVPD) for an isolated molecule of C4H6F2O.

```
13
Properties=species:S:1:pos:R:3
C 0.61487 -1.01038 0.36748
C -0.44161 -0.04652 0.95448
C 0.57315 -0.94117 -1.25124
C -0.22805 1.41734 0.92799
O -0.44174 -1.40666 -1.95546
F -1.70592 -0.37584 0.90700
F 0.78257 0.36636 -1.58517
H 1.61559 -0.55471 0.76269
H 0.41412 -2.04419 0.67743
H 0.14962 1.67359 -0.09100
H 0.65603 1.62588 1.50843
H -1.00820 2.11407 1.29210
H -0.98042 -0.81776 -2.51472
```

E_HOMO (spin up / spin down) = -7.488 / -7.859 eV
relative energy (zero: lowest compared OMol25 entry of this formula, charge and spin) = 359.5 kJ/mol
orbital gap (spin up / spin down) = 7.9 / 8.7 eV
DFT total energy = -11723.942 eV

[10]
Density functional theory data (wB97M-V/def2-TZVPD) for an isolated molecule of C7H8S.

```
16
Properties=species:S:1:pos:R:3
C 2.16559 1.26599 0.00338
C 1.11264 0.45028 -0.00173
S 1.24793 -1.31894 -0.00129
C -0.49704 -1.48340 0.00393
C -1.18711 -0.34344 -0.00399
C -2.68944 -0.25203 -0.00109
C -0.32772 0.85640 0.00005
C -0.76586 2.11488 -0.00392
H 3.19672 0.89219 -0.00532
H 2.03555 2.33195 0.01265
H -0.91715 -2.47882 0.01736
H -3.15215 -1.24862 -0.01333
H -3.02325 0.33704 -0.87796
H -3.05801 0.30289 0.88234
H -0.09841 2.98885 -0.00246
H -1.81647 2.32553 0.02753
```

E_HOMO = -7.601 eV
relative energy (zero: lowest compared OMol25 entry of this formula, charge and spin) = 57.8 kJ/mol
orbital gap = 7.9 eV
DFT total energy = -18222.714 eV

[11]
Density functional theory data (wB97M-V/def2-TZVPD) for an isolated molecule of C4H5N3.

```
12
Properties=species:S:1:pos:R:3
C 0.56531 0.22439 -1.55305
N 0.32040 -0.57612 -0.33379
C 0.09927 0.05864 0.96459
C -1.17994 0.77162 0.80561
N -2.15947 1.23324 0.40446
C 0.03460 -0.89401 2.11993
N -0.02707 -1.58213 3.04920
H 0.83549 1.26515 -1.34217
H -0.27045 0.27123 -2.27220
H 1.40577 -0.24495 -2.07141
H -0.39612 -1.27414 -0.50602
H 0.90684 0.76097 1.24412
```

E_HOMO = -10.088 eV
relative energy (zero: lowest compared OMol25 entry of this formula, charge and spin) = 215.7 kJ/mol
orbital gap = 10.7 eV
DFT total energy = -8697.576 eV

[12]
Density functional theory data (wB97M-V/def2-TZVPD) for the ion C5H10NO3 with charge +1.

```
19
Properties=species:S:1:pos:R:3
C -0.09919 0.92408 -0.08059
C -0.85673 0.75594 1.02389
C 0.89712 -0.13472 -0.39902
C -0.53241 -1.73291 1.04618
C -0.24082 2.05158 -1.05075
N 0.10650 -1.59323 -0.23895
O -1.81751 1.22630 1.80315
O 1.97138 -0.43085 0.39819
O -1.78454 -2.36321 0.83223
H 1.21909 -0.06283 -1.49182
H 0.04361 -2.18356 1.94366
H -1.11978 2.62020 -0.95203
H -0.22381 1.72724 -2.05143
H 0.71861 2.68932 -0.99819
H -0.75878 -1.63724 -0.82473
H 0.94654 -2.25873 -0.58625
H -1.93546 2.19575 2.06743
H 2.24804 0.15602 1.10518
H -2.47418 -2.20881 1.53830
```

E_HOMO (spin up / spin down) = -12.574 / -12.692 eV
relative energy (zero: lowest compared OMol25 entry of this formula, charge and spin) = 551.0 kJ/mol
orbital gap (spin up / spin down) = 8.4 / 8.7 eV
charge = +1
DFT total energy = -12967.791 eV